w:
Below is the molecule C3HCl3F2, with properties calculated with ωB97M-V/def2-TZVPD.

Output
Total charge: 0
LUMO level (eV): 0.5
SMILES string: F[C@H]1C(Cl)(Cl)[C@]1(F)Cl

Each line ends with the Mulliken charge.
Element x y z (Å)
F 0.933 1.394 -1.013  -0.247
C 0.765 0.470 -0.001  -0.134
C -0.619 0.264 0.498  0.384
Cl -1.855 1.361 -0.052  -0.148
Cl -0.630 -0.200 2.188  -0.145
C -0.046 -0.781 -0.444  0.318
F -0.482 -0.637 -1.724  -0.218
Cl 0.193 -2.411 0.018  -0.131
H 1.742 0.540 0.530  0.321

=====

x:
Below is a cluster of 2 separate species, C3HCl3F2 in total, with properties calculated with ωB97M-V/def2-TZVPD.

Output
Total charge: 0
LUMO level (eV): -1.1

Each line ends with the Mulliken charge.
Element x y z (Å)
C 1.122 0.297 -0.157  -0.363
C 1.130 -0.962 -0.514  0.452
C -1.958 1.228 0.932  0.024
F 1.938 1.195 -0.815  -0.243
F 1.493 -1.488 -1.689  -0.201
Cl 0.568 -2.213 0.571  -0.153
Cl -2.147 -0.433 1.230  -0.014
Cl -2.965 1.721 -0.279  -0.012
H 0.818 0.654 0.721  0.511

=====

y:
Below is the molecule C3HCl3F2, with properties calculated with ωB97M-V/def2-TZVPD.

Output
Total charge: 0
LUMO level (eV): 0.6
SMILES string: FC(F)=C(Cl)C(Cl)Cl

Each line ends with the Mulliken charge.
Element x y z (Å)
F -1.840 -0.596 -1.707  -0.203
C -0.729 -0.508 -1.046  0.502
F 0.253 -1.179 -1.650  -0.192
C -0.549 0.199 0.086  0.061
Cl -1.852 1.083 0.741  -0.173
C 0.763 0.313 0.772  -0.023
Cl 1.313 -1.328 1.384  -0.148
Cl 2.053 1.039 -0.204  -0.127
H 0.587 0.977 1.624  0.303

=====

Which is most stable, and by how much? y, by 0.0350 hartree.